No. 1
A 6-piece molecular cluster, C33H23NO26S overall in a non-equilibrium geometry, computed with ωB97M-V/def2-TZVPD.

Its net charge is 0. Its total energy is -100148.32680 eV. Its frontier orbital gap is 7.2 eV.

Each line ends with the Löwdin charge.
Positions of all 84 atoms, in Å:
O 1.56828 -2.81739 3.18181  0.223
C 0.77936 -3.30369 2.49919  -0.242
N -0.03931 -3.88114 1.76273  0.036
O 0.53478 -5.10697 1.30434  -0.307
S 0.44511 -5.19324 -0.38343  0.978
O 0.85855 -6.53841 -0.63189  -0.356
O 1.68208 -4.31125 -0.99111  -0.291
C 1.60560 -2.90616 -0.76729  -0.172
C 2.08566 -2.11240 -1.96590  -0.453
O 2.48662 -2.60939 -2.97295  0.160
O 1.98028 -0.75471 -1.79123  0.093
H 2.15877 -2.63438 0.13986  0.140
H 0.56555 -2.60440 -0.56833  0.087
H 1.04168 -0.61332 -1.57788  0.086
C 2.97526 2.13273 6.10236  0.078
C 1.90546 2.86578 5.76731  -0.233
C 0.81203 2.31505 4.89749  -0.301
O -0.14434 3.02505 4.64509  0.104
C 0.95211 0.95742 4.39543  0.071
C 2.02297 0.22499 4.72680  -0.206
C 3.10325 0.76582 5.61883  -0.310
O 4.04072 0.04264 5.89720  0.116
O 2.18985 -1.02358 4.28679  0.066
O 1.74265 4.12021 6.18213  0.116
H 3.76682 2.51778 6.72955  0.137
H 0.16593 0.57938 3.75732  0.099
H 3.03426 -1.32635 4.67548  0.128
H 0.89379 4.41795 5.80319  0.120
C -2.56607 -0.01939 -0.23745  0.080
C -3.43047 0.96944 0.03952  -0.237
C -3.00813 2.19279 0.80507  -0.312
O -3.83011 3.06235 1.01097  0.128
C -1.63041 2.26790 1.26635  0.076
C -0.77304 1.27735 0.99018  -0.247
C -1.19091 0.07083 0.20390  -0.299
O -0.35587 -0.79302 -0.03304  0.053
O 0.49444 1.31185 1.39799  0.114
O -4.69704 0.92841 -0.34471  0.115
H -2.85698 -0.90305 -0.78878  0.142
H -1.33849 3.14295 1.83126  0.139
H 0.90487 0.48904 1.07156  0.125
H -5.10007 1.76198 -0.02879  0.121
C 4.13751 -2.32067 -5.64490  0.079
C 5.36864 -2.00953 -5.21969  -0.229
C 6.47222 -1.66754 -6.17774  -0.316
O 7.56494 -1.37501 -5.72767  0.104
C 6.18240 -1.70676 -7.60386  0.071
C 4.95302 -2.02101 -8.02934  -0.238
C 3.84239 -2.33691 -7.06886  -0.310
O 2.74288 -2.59652 -7.52277  0.108
O 4.63657 -2.07288 -9.32231  0.109
O 5.69388 -1.98178 -3.92725  0.112
H 3.33510 -2.56642 -4.96381  0.105
H 6.98917 -1.47539 -8.28493  0.134
H 3.69239 -2.31979 -9.35259  0.118
H 6.63567 -1.72831 -3.89813  0.117
C -2.10829 3.43545 -4.54115  0.078
C -3.00723 2.89051 -3.71286  -0.232
C -3.85717 3.73205 -2.80632  -0.304
O -4.66622 3.16814 -2.09195  0.100
C -3.66736 5.17201 -2.82226  0.080
C -2.76583 5.71961 -3.64854  -0.234
C -1.93293 4.88066 -4.57617  -0.313
O -1.14543 5.44007 -5.31390  0.116
O -2.55218 7.03054 -3.70066  0.119
O -3.20678 1.57450 -3.63839  0.112
H -1.49200 2.84010 -5.20010  0.138
H -4.27359 5.76445 -2.15159  0.138
H -1.85783 7.16093 -4.37496  0.122
H -3.90824 1.44841 -2.96962  0.109
C -2.61283 -2.56877 3.87301  0.081
C -3.48779 -3.13742 4.71562  -0.226
C -4.34796 -2.31647 5.63494  -0.311
O -5.13451 -2.89155 6.36106  0.119
C -4.19123 -0.86966 5.61101  0.080
C -3.31503 -0.30445 4.77196  -0.224
C -2.47619 -1.12609 3.83642  -0.283
O -1.71181 -0.53868 3.08576  0.083
O -3.13352 1.01447 4.71423  0.119
O -3.64950 -4.45249 4.78917  0.128
H -1.99166 -3.14937 3.20462  0.109
H -4.80192 -0.28878 6.28755  0.139
H -2.45086 1.16315 4.03220  0.101
H -4.33642 -4.60022 5.46788  0.125

***

No. 2
One molecule with the formula C7H14S in a non-equilibrium geometry, computed with ωB97M-V/def2-TZVPD.

The relative energy (zero: lowest compared OMol25 entry of this formula, charge and spin) is 20.0 kcal/mol. Its SMILES is C=CCS[C@H](C)CC. Its net charge is 0. Its total energy is -18320.46261 eV. Its frontier orbital gap is 9.6 eV.

Each line ends with the Löwdin charge.
Positions of all 22 atoms, in Å:
S -1.11486 -0.32922 0.68782  0.893
C -2.98318 -2.09438 -1.97329  0.003
C -2.88261 -0.92489 -1.25482  -0.255
C -1.51901 -0.33598 -1.08858  -0.520
C 2.46814 1.87020 0.63141  -0.115
C 1.37356 -0.74399 1.62821  -0.158
C 0.97520 1.54433 0.61301  -0.295
C 0.67794 0.04492 0.53186  -0.660
H -2.09779 -2.56779 -2.40752  0.055
H -3.91987 -2.64320 -2.06293  0.046
H -3.77308 -0.51187 -0.77928  0.095
H -0.79901 -0.91100 -1.65768  0.068
H -1.54769 0.70562 -1.47034  0.086
H 2.95085 1.50062 1.55165  0.072
H 2.58880 2.95342 0.65327  0.068
H 3.00483 1.51635 -0.25007  0.077
H 2.44393 -0.83189 1.43660  0.076
H 0.88525 -1.70231 1.85085  0.064
H 1.28120 -0.19162 2.56461  0.078
H 0.48825 1.98552 1.49315  0.108
H 0.52277 2.05842 -0.24343  0.102
H 0.97638 -0.39122 -0.45448  0.111

***

No. 3
One molecule with the formula C4H8N2O3 in a non-equilibrium geometry, computed with ωB97M-V/def2-TZVPD.

The relative energy (zero: lowest compared OMol25 entry of this formula, charge and spin) is 57.2 kcal/mol. Its SMILES is CC(=O)CN(N)C(=O)O. Its net charge is 0. Its total energy is -13399.20895 eV. Its frontier orbital gap is 10.1 eV.

Each line ends with the Löwdin charge.
Positions of all 17 atoms, in Å:
C -0.17384 0.54574 0.00165  -0.108
C -1.45487 0.03171 -2.13377  -0.008
N 0.89294 0.08825 0.89967  -0.184
C 0.58769 -1.19271 1.58807  -0.580
C -0.23715 -0.24398 -1.29731  -0.415
N 1.28434 1.03926 1.87586  0.056
O 1.21894 -2.08772 0.87590  0.116
O -0.02390 -1.27892 2.60684  0.137
O 0.62436 -1.02644 -1.61788  0.096
H 1.53262 -1.40956 0.10492  0.169
H 1.66966 1.85230 1.40888  0.085
H 0.49530 1.32589 2.45495  0.086
H -1.15547 0.52318 0.49849  0.140
H 0.03915 1.58530 -0.27411  0.137
H -1.75497 1.07630 -2.07870  0.085
H -1.26861 -0.25463 -3.16609  0.090
H -2.27618 -0.57397 -1.74738  0.098

***

No. 4
A 2-piece molecular cluster, CH4N2O overall in a non-equilibrium geometry, computed with ωB97M-V/def2-TZVPD.

The relative energy (zero: lowest compared OMol25 entry of this formula, charge and spin) is 157.5 kcal/mol. Its net charge is 0. Its total energy is -6123.67689 eV. Its frontier orbital gap (spin up / spin down) is 9.2 / 9.2 eV.

Each line ends with the Löwdin charge.
Positions of all 8 atoms, in Å:
C -0.17588 0.15694 -0.22286  -0.599
N 0.56568 0.61320 0.84342  0.033
N 0.44285 -0.78397 0.53391  0.037
O 0.07126 0.34043 -1.52000  0.042
H -2.10137 0.34096 0.31740  0.127
H 1.47773 1.06220 0.81714  0.119
H -0.20640 -1.18612 1.20680  0.092
H -0.07387 -0.54362 -1.97582  0.149

***

No. 5
A 2-piece molecular cluster, C4H6O2 overall, computed with ωB97M-V/def2-TZVPD.

The relative energy (zero: lowest compared OMol25 entry of this formula, charge and spin) is 51.4 kcal/mol. Its SMILES is CC=C=O.C=O. Its net charge is 0. Its total energy is -8338.23094 eV. Its frontier orbital gap is 9.5 eV.

Each line ends with the Löwdin charge.
Positions of all 12 atoms, in Å:
C 1.67450 -1.26260 0.38719  -0.101
C 0.39164 -0.59259 -0.03153  -0.158
C 0.32844 0.23759 -1.04547  -0.236
O 0.25948 1.00932 -1.92599  0.154
C -2.02907 1.44080 0.16609  -0.150
O -2.62752 0.40994 0.35390  -0.004
H 1.71244 -2.29936 0.03707  0.072
H 2.54443 -0.73473 -0.01340  0.077
H 1.75960 -1.26731 1.47759  0.072
H -1.02264 1.61007 0.59170  0.081
H -0.55383 -0.80503 0.46313  0.100
H -2.43748 2.25391 -0.46027  0.092

***

No. 6
C3H2MnO4 as an isolated structure in a non-equilibrium geometry, computed with ωB97M-V/def2-TZVPD.

The relative energy (zero: lowest compared OMol25 entry of this formula, charge and spin) is 32.3 kcal/mol. Its net charge is +2. Its total energy is -42630.74989 eV. Its frontier orbital gap (spin up / spin down) is 7.9 / 7.6 eV. The multiplicity is 6. As for the expectation value of S²: 8.752.

Each line ends with the Löwdin spin population.
Positions of all 10 atoms, in Å:
H -2.89800 -1.16898 0.46682  0.000
C -2.86183 -0.26241 -0.24098  0.000
C -1.43872 0.15913 0.07853  0.002
O -0.51407 -0.64350 -0.20474  0.001
C 0.87568 -0.21121 -0.07850  0.026
O 1.29803 0.04330 1.04923  0.070
O 1.46942 -0.09355 -1.14398  0.069
O -3.70379 0.55763 -0.40993  0.000
Mn 3.02290 0.47921 0.06851  4.831
H -1.21466 1.21732 0.28652  0.000

***

No. 7
A 2-piece molecular cluster, C3H9N3O overall in a non-equilibrium geometry, computed with ωB97M-V/def2-TZVPD.

The relative energy (zero: lowest compared OMol25 entry of this formula, charge and spin) is 47.4 kcal/mol. Its SMILES is CN(C)N.N=C=O. Its net charge is 0. Its total energy is -9773.48453 eV. Its frontier orbital gap is 9.8 eV.

Each line ends with the Löwdin charge.
Positions of all 16 atoms, in Å:
C -0.73534 1.06965 0.39471  -0.066
C 0.08036 -0.52120 2.05486  -0.120
N 0.25018 -0.02459 0.69662  -0.321
C 0.50499 0.74287 -3.04863  -0.439
N 0.17761 -1.09622 -0.23348  -0.024
O -0.10382 1.32686 -3.86236  0.117
N 1.32341 0.14237 -2.41218  0.181
H 0.85070 -1.82249 -0.00542  0.096
H -0.75152 -1.52906 -0.27582  0.097
H 1.18718 -0.45285 -1.59580  0.020
H -0.39949 1.67838 -0.43913  0.066
H -0.75614 1.74908 1.24295  0.075
H -1.75244 0.68112 0.25635  0.081
H -0.92133 -0.95561 2.20386  0.082
H 0.83010 -1.28487 2.26563  0.077
H 0.21556 0.29656 2.75785  0.078

***

No. 8
C37H41CoNS4Sb as an isolated structure in a non-equilibrium geometry, computed with ωB97M-V/def2-TZVPD.

Its net charge is +1. Its total energy is -128025.00276 eV. Its frontier orbital gap (spin up / spin down) is 7.6 / 7.0 eV. The multiplicity is 4. As for the expectation value of S²: 3.770.

Each line ends with the Löwdin spin population.
Positions of all 85 atoms, in Å:
Co -0.12706 -0.01114 -1.11647  2.538
C 1.80746 0.90733 -3.65992  0.004
C 0.72701 0.00042 -4.13430  0.011
C 0.72801 -0.46672 -5.46563  -0.001
C -0.30232 -1.23873 -5.92166  0.004
C -1.35907 -1.56575 -5.04527  0.000
C -2.49104 -2.30733 -5.43637  0.019
C -3.48704 -2.58228 -4.53224  -0.001
C -3.38509 -2.15701 -3.20995  0.024
C -2.27873 -1.44574 -2.78918  0.012
S -2.13656 -0.97086 -1.13576  0.153
C -1.25143 -1.10887 -3.70670  0.003
N -0.21625 -0.34583 -3.28046  0.039
H 1.97402 1.71036 -4.37398  0.000
H 2.73788 0.34846 -3.56458  0.001
H 1.55597 1.32984 -2.68729  0.002
H 1.55676 -0.20208 -6.10392  0.000
H -0.33018 -1.59960 -6.93986  0.000
H -2.57382 -2.64436 -6.45809  0.001
H -4.36096 -3.13358 -4.83601  -0.001
H -4.16505 -2.37768 -2.49736  0.002
C 5.57316 -0.30969 -1.42397  0.000
C 5.25732 1.17390 -1.38177  0.000
S 3.65014 1.67859 -0.67015  0.000
C 3.51184 0.75181 0.89791  0.001
C 2.90333 -0.64383 0.74207  0.004
S 2.08787 -0.80626 -0.89253  0.047
C 2.48275 -2.53238 -1.30933  0.009
C 3.95516 -2.69003 -1.67775  0.003
S 4.59260 -1.27197 -2.64965  0.004
H 5.45302 -0.77985 -0.45120  0.000
H 6.61670 -0.42213 -1.72380  0.000
H 5.22952 1.59797 -2.38665  0.000
H 6.03582 1.68820 -0.81405  0.000
H 2.86728 1.38008 1.51418  0.000
H 4.49601 0.71187 1.36246  0.000
H 2.16667 -0.82808 1.52780  0.002
H 3.66597 -1.41843 0.78675  0.000
H 1.85344 -2.74677 -2.17274  0.000
H 2.20512 -3.19476 -0.48845  0.001
H 4.07929 -3.56258 -2.32023  0.000
H 4.59205 -2.81654 -0.80275  0.000
C -1.20309 -0.60771 4.82503  0.000
C -0.37254 0.63176 4.69574  0.004
C 0.07799 1.27416 5.84476  0.001
C 0.82376 2.43585 5.77892  0.001
C 1.13446 2.98266 4.54560  0.000
C 0.70579 2.34805 3.39628  0.003
C -0.04481 1.18376 3.46256  0.029
Sb -0.66259 0.47599 1.50693  0.037
C -2.23464 -0.97871 1.81379  -0.001
C -3.56184 -0.58243 1.80536  0.000
C -4.57193 -1.52651 1.87235  0.001
C -4.25402 -2.86948 1.95189  -0.001
C -2.92929 -3.26470 1.93732  0.001
C -1.90463 -2.33247 1.84685  0.001
C -0.48438 -2.79349 1.70262  0.001
C -1.75151 2.29992 1.16844  0.000
C -2.67186 2.71573 2.11822  0.000
C -3.38453 3.88887 1.93634  0.001
C -3.14720 4.66584 0.81483  0.000
C -2.19839 4.27280 -0.11253  0.002
C -1.48893 3.08731 0.04985  0.000
C -0.44401 2.70856 -0.95555  0.025
H -1.46497 -0.78481 5.86549  0.000
H -0.66175 -1.47961 4.45633  0.000
H -2.12204 -0.51378 4.24812  0.000
H -0.17371 0.85549 6.80941  0.000
H 1.15264 2.91564 6.68789  0.000
H 1.70033 3.89904 4.48119  0.000
H 0.93706 2.78199 2.42892  0.000
H -3.81835 0.46631 1.72542  0.000
H -5.60291 -1.20860 1.86625  0.000
H -5.03413 -3.61211 2.00695  0.000
H -2.68577 -4.31500 1.99137  0.000
H -0.40208 -3.85869 1.90536  0.000
H 0.18684 -2.25315 2.37597  0.001
H -0.16280 -2.61590 0.67112  0.000
H -2.82665 2.12393 3.01261  0.000
H -4.11743 4.19577 2.66791  0.000
H -3.69160 5.58657 0.66650  0.000
H -1.99707 4.90030 -0.96970  0.000
H -0.43434 3.40864 -1.78779  0.002
H -0.66500 1.68857 -1.37963  0.006
H 0.55433 2.70568 -0.50642  0.002

***

No. 9
A 7-piece molecular cluster, CH21BO8P overall, computed with ωB97M-V/def2-TZVPD.

Its net charge is -1. Its total energy is -27721.14031 eV. Its frontier orbital gap is 4.9 eV.

Each line ends with the Löwdin charge.
Positions of all 32 atoms, in Å:
C 1.16665 -0.80353 -0.07814  -0.119
O 0.42897 0.00105 0.84735  -0.079
B -0.79472 0.43355 0.32091  -0.773
O -0.96880 1.81518 0.33959  0.054
P -2.23666 -0.75318 -0.38886  0.176
H 0.93439 -0.54599 -1.11093  0.059
H 0.88557 -1.85390 0.04007  0.082
H 2.22930 -0.65130 0.10613  0.073
H -1.34691 2.07404 -0.50835  0.059
H -2.83596 0.47904 -1.08455  -0.092
H -3.05126 -0.43224 0.86394  -0.084
H -1.66311 -1.95953 0.28913  -0.072
H -1.45343 -1.06170 -1.65052  -0.080
H -3.37148 -1.55754 -0.90704  -0.117
O 2.76950 1.81457 2.11171  -0.065
H 2.07644 1.16283 1.92578  0.036
H 2.36536 2.66303 1.88804  0.013
O 2.98198 -0.50026 -2.64671  -0.045
H 3.82170 -0.91656 -2.86077  0.031
H 2.97945 0.32584 -3.13888  0.038
O -2.36739 -3.63790 -2.49609  -0.087
H -3.15076 -4.14592 -2.25306  -0.006
H -1.85065 -4.20829 -3.07130  0.017
O 4.76722 3.40784 3.32638  -0.080
H 5.13541 2.96782 4.09655  0.024
H 4.24009 2.71644 2.88752  -0.008
O -5.18703 -3.88149 -1.49981  -0.059
H -5.94316 -4.46141 -1.62113  0.028
H -5.51076 -2.97812 -1.57816  0.038
O 1.60410 4.48629 2.44965  -0.042
H 2.18080 4.69581 3.19224  0.040
H 1.16515 5.30552 2.20932  0.042

***

No. 10
One molecule with the formula C11H20N2O5 in a non-equilibrium geometry, computed with ωB97M-V/def2-TZVPD.

The relative energy (zero: lowest compared OMol25 entry of this formula, charge and spin) is 11.0 kcal/mol. Its SMILES is CC[C@H](C)[C@H](N)C(=O)N[C@@H](CCC(=O)O)C(=O)O. Its net charge is 0. Its total energy is -24950.43949 eV. Its frontier orbital gap is 9.6 eV.

Each line ends with the Löwdin charge.
Positions of all 38 atoms, in Å:
C 1.06196 -0.10946 1.79614  -0.265
C 0.23588 0.44147 0.57379  -0.448
C 2.58575 -0.06141 1.45138  -0.350
C 3.55772 -0.34600 2.62127  -0.079
C 2.90723 -0.97204 0.24944  -0.253
C 4.29114 -0.86613 -0.30617  -0.117
C -1.97903 0.09047 -0.57561  -0.180
C -1.47536 -1.06295 -1.53804  -0.461
C -2.11817 1.43265 -1.32372  -0.127
C -3.51594 2.04296 -1.43803  -0.088
C -4.59371 1.18149 -2.05315  -0.496
H 1.15218 -1.57676 3.10941  0.050
H 0.88600 -2.14515 1.62125  0.083
H 0.90248 0.62448 2.64045  0.159
H 2.76743 1.01012 1.20960  0.140
H 3.67247 -1.42314 2.91483  0.088
H 4.61190 -0.15479 2.33298  0.074
H 3.25790 0.24223 3.48418  0.069
H 2.62944 -1.98772 0.58499  0.108
H 2.15351 -0.74147 -0.59477  0.127
H 4.34641 -1.37190 -1.26300  0.068
H 5.04534 -1.29450 0.36034  0.065
H 4.57857 0.21864 -0.43430  0.101
H -1.35398 -0.53763 1.30646  0.118
H -2.94955 -0.20583 -0.17638  0.153
H -1.40221 2.18386 -0.89120  0.134
H -1.81653 1.34141 -2.37871  0.131
H -3.44672 2.93976 -2.11171  0.149
H -3.82562 2.42490 -0.44852  0.138
H -6.38793 0.97412 -2.45087  0.154
H -3.07392 -0.79877 -2.60678  0.071
N 0.61874 -1.41572 2.29448  0.061
N -1.11541 0.15213 0.61240  0.099
O 0.73978 1.15349 -0.24202  0.088
O -0.44655 -1.69613 -1.29075  0.083
O -4.41687 0.07921 -2.54148  0.089
O -5.82857 1.61778 -1.96235  0.144
O -2.25578 -1.38365 -2.53584  0.120